(1)
{"formula": "C24H28NOS3", "method": "wB97M-V/def2-TZVPD", "symbols": ["C", "O", "C", "C", "C", "C", "C", "C", "C", "C", "N", "C", "C", "C", "C", "C", "S", "H", "H", "H", "H", "H", "H", "H", "H", "H", "H", "H", "H", "H", "H", "H", "H", "H", "C", "C", "C", "C", "C", "S", "C", "C", "C", "S", "C", "C", "H", "H", "H", "H", "H", "H", "H", "H", "H", "H", "H"], "coordinates": [[-1.142657, 3.345445, 1.813833], [-0.440147, 2.210942, 2.366061], [-0.642351, 0.899526, 2.075539], [-1.971126, 0.348718, 2.247996], [-2.313838, -0.806495, 1.520375], [-3.606934, -1.339242, 1.593018], [-4.501558, -0.837008, 2.539946], [-4.149645, 0.279813, 3.320590], [-2.911789, 0.891530, 3.159321], [0.583087, 0.218368, 1.986637], [0.946134, -0.995967, 2.511480], [-0.008937, -1.962634, 3.024154], [2.295684, -1.238188, 2.480785], [2.822514, -2.554433, 2.937242], [3.023468, -0.150494, 2.104473], [4.497202, 0.011636, 2.212901], [2.016812, 1.155612, 1.645135], [-1.189599, 4.066681, 2.633403], [-0.526277, 3.737947, 0.995790], [-2.150963, 3.090483, 1.460100], [-1.512970, -1.294181, 0.968349], [-3.904858, -2.157209, 0.933629], [-5.488715, -1.298334, 2.664333], [-4.844435, 0.664535, 4.067869], [-2.614654, 1.736008, 3.782574], [0.518649, -2.625596, 3.717069], [-0.810860, -1.472086, 3.576771], [-0.424779, -2.586900, 2.222853], [3.898614, -2.582540, 2.745855], [2.686289, -2.727037, 4.014827], [2.380940, -3.400810, 2.399028], [4.994525, -0.963020, 2.248073], [4.900482, 0.579517, 1.367990], [4.758716, 0.551217, 3.135202], [-0.793307, 4.761242, -1.905537], [0.374566, 3.997614, -1.769831], [0.294984, 2.657185, -1.402242], [-0.963345, 2.063799, -1.172058], [-1.099703, 0.688357, -0.717269], [-2.597641, -0.084443, -1.016015], [-2.163374, -1.797285, -1.584508], [-1.115869, -1.732087, -2.691498], [0.205592, -1.117974, -2.256949], [0.270208, -0.350629, -0.625593], [-2.138410, 2.812834, -1.402630], [-2.051322, 4.157033, -1.745856], [-0.734264, 5.821920, -2.140009], [1.346263, 4.448273, -1.979330], [1.197008, 2.043059, -1.362196], [-1.866644, -2.466260, -0.772030], [-3.134901, -2.123133, -1.993126], [-0.887013, -2.748563, -3.022578], [-1.533583, -1.194488, -3.552744], [0.977438, -1.885276, -2.123607], [0.566573, -0.337190, -2.939186], [-3.110242, 2.312474, -1.378798], [-2.961190, 4.730144, -1.916963]], "forces_ev_per_a": [[0.0, -0.5, -0.1], [0.5, 0.4, 0.3], [-1.2, 0.7, -1.0], [-0.2, -0.8, 0.4], [-0.6, 0.0, 0.6], [0.0, -0.1, 1.0], [-0.1, 0.0, -0.4], [0.3, 0.0, -0.1], [0.0, -0.1, -0.2], [0.9, 0.3, 1.6], [-1.2, 0.8, -1.2], [0.1, -0.7, 0.4], [0.7, 0.2, 0.2], [0.5, -0.3, 0.1], [0.0, -0.7, 0.2], [0.4, 0.1, -0.1], [-0.7, -0.2, 0.4], [-0.1, -0.1, -0.2], [-0.3, 0.0, 0.2], [0.3, 0.0, 0.1], [-0.4, 0.1, -0.1], [0.1, 0.1, 0.3], [0.4, 0.3, -0.1], [0.2, -0.1, -0.2], [-0.2, -0.1, -0.2], [-0.1, 0.2, -0.2], [0.1, 0.0, -0.2], [0.0, 0.2, 0.2], [-0.2, -0.1, 0.1], [0.0, 0.1, -0.3], [0.0, 0.2, 0.1], [-0.1, 0.3, -0.1], [0.0, -0.1, 0.1], [-0.1, -0.1, -0.2], [0.0, -0.3, 0.3], [-0.3, 0.2, -0.1], [-0.1, -0.1, -0.1], [-0.2, 0.5, 0.2], [0.0, -0.1, -0.9], [0.4, -0.3, -0.3], [-0.4, 0.6, -0.1], [-0.2, -0.1, -0.2], [0.8, 0.4, -0.1], [0.4, -0.9, -0.3], [0.3, 0.4, -0.3], [0.2, -0.2, 0.0], [0.0, -0.2, -0.1], [-0.3, -0.1, 0.1], [-0.3, 0.2, 0.2], [-0.1, 0.3, 0.0], [0.4, 0.0, 0.2], [-0.3, 0.0, -0.1], [0.1, -0.1, 0.3], [-0.1, 0.1, -0.4], [-0.1, -0.5, -0.1], [0.3, 0.4, 0.2], [0.2, -0.1, 0.0]], "homo_energy_ev": -9.291, "orbital_gap_ev": 4.71, "energy_ev": -61376.9798, "lumo_energy_ha": -0.168, "total_charge": 1}

=====

(2)
{"formula": "C24H29BCoF5N9O4", "method": "wB97M-V/def2-TZVPD", "symbols": ["Co", "N", "C", "C", "C", "C", "N", "C", "N", "N", "C", "O", "O", "H", "H", "H", "H", "H", "H", "H", "H", "H", "H", "H", "H", "H", "H", "B", "N", "C", "C", "C", "N", "N", "C", "C", "C", "N", "H", "H", "H", "H", "H", "H", "H", "H", "O", "C", "C", "C", "C", "C", "C", "N", "H", "H", "H", "H", "H", "H", "H", "F", "C", "C", "F", "C", "F", "C", "O", "C", "F", "C", "F"], "coordinates": [[0.808990, 0.492622, 0.868760], [-2.103508, 0.045893, 0.336942], [-2.273706, -0.006199, -1.087532], [-3.145805, -1.195502, -1.585117], [-4.440772, -0.795030, -2.299605], [-4.215316, 0.077042, -3.547181], [-3.012763, -0.309839, -4.240939], [-2.854108, -1.272700, -5.108353], [-3.872454, -1.928850, -5.707184], [-1.597986, -1.603787, -5.431442], [-0.863559, -0.043254, -1.743992], [-0.822402, -0.017100, -3.008685], [0.146330, -0.089922, -1.038985], [-1.790352, -0.839065, 0.711288], [-2.929169, 0.346164, 0.835349], [-2.726135, 0.940527, -1.402561], [-3.426093, -1.786936, -0.710733], [-2.546189, -1.846663, -2.226347], [-5.087045, -0.253056, -1.607089], [-4.961783, -1.707756, -2.595714], [-4.067145, 1.116883, -3.253149], [-5.098076, 0.042470, -4.194525], [-2.075126, -0.067280, -3.685523], [-4.811388, -1.600002, -5.570298], [-3.695747, -2.500014, -6.516132], [-0.849304, -1.195672, -4.886805], [-1.386153, -2.338233, -6.081362], [-1.382362, 0.359529, 3.628533], [-0.572933, -0.878525, 3.178294], [-0.602380, -2.036882, 3.842207], [-0.010197, -3.014622, 3.062468], [0.360211, -2.345855, 1.904992], [0.019954, -1.059016, 1.999980], [-0.966008, 1.684574, 2.942567], [-1.318333, 2.873062, 3.437365], [-1.064651, 3.848236, 2.486873], [-0.530493, 3.140495, 1.419747], [-0.474376, 1.841153, 1.719000], [-2.536125, 0.163146, 3.329166], [-1.253835, 0.493159, 4.804112], [-1.039086, -2.110844, 4.817296], [0.142438, -4.046223, 3.301605], [0.829387, -2.727989, 1.018923], [-1.734643, 2.965278, 4.420387], [-1.238584, 4.903684, 2.561154], [-0.206111, 3.504290, 0.463218], [2.165571, 1.642100, 2.639030], [2.857908, 2.742530, 2.131746], [2.728963, 2.958375, 0.640823], [3.332556, 4.078742, 0.071486], [3.236614, 4.278004, -1.292277], [2.551601, 3.339696, -2.052097], [1.984438, 2.257135, -1.403170], [2.050044, 2.079642, -0.087591], [2.649595, 0.824265, 2.408359], [3.930160, 2.673238, 2.370226], [2.469017, 3.635605, 2.638495], [3.864427, 4.777756, 0.701022], [3.694957, 5.140060, -1.755732], [2.458201, 3.446113, -3.122941], [1.453670, 1.491962, -1.946738], [4.850680, -5.391601, 2.013838], [4.350982, -4.159616, 1.786596], [4.317301, -3.636495, 0.498126], [4.804269, -4.365698, -0.524212], [3.783734, -2.384717, 0.258117], [3.763768, -1.918068, -1.009454], [3.251612, -1.558854, 1.284538], [2.760922, -0.402052, 1.069115], [3.342610, -2.128234, 2.585184], [2.884341, -1.386428, 3.620440], [3.858226, -3.384571, 2.831644], [3.878723, -3.870280, 4.084455]], "forces_ev_per_a": [[0.7, 0.0, 1.2], [-0.5, 0.0, -0.1], [0.3, -0.2, 0.1], [0.0, 0.1, -0.1], [0.2, -0.1, -0.1], [-0.3, -0.2, 0.2], [0.5, 0.0, 0.0], [-0.1, 0.2, -0.1], [0.0, 0.0, 0.1], [0.3, -0.1, -0.1], [-0.5, 0.1, 0.3], [-0.1, 0.0, -0.6], [0.4, -0.1, 0.2], [0.0, 0.0, 0.1], [-0.1, 0.0, 0.0], [0.0, 0.0, 0.0], [0.1, 0.0, 0.0], [-0.1, -0.1, 0.0], [-0.1, 0.0, 0.0], [-0.1, 0.0, 0.0], [-0.1, 0.0, -0.1], [0.1, 0.1, 0.0], [-0.2, -0.1, -0.2], [0.0, 0.0, 0.0], [0.0, 0.1, 0.1], [0.0, 0.0, 0.0], [0.0, 0.0, 0.1], [-0.3, 0.0, -0.3], [0.1, 0.0, 0.5], [0.2, -0.3, -0.1], [-0.1, 0.1, 0.0], [-0.2, 0.0, 0.0], [0.7, 0.9, -1.1], [0.2, 0.0, 0.3], [0.0, 0.5, -0.1], [-0.1, -0.1, 0.2], [0.0, -0.2, 0.0], [0.6, -0.1, -1.0], [-0.3, -0.1, 0.0], [0.0, 0.0, 0.3], [-0.1, 0.1, 0.2], [0.0, -0.2, 0.1], [0.2, 0.0, -0.1], [-0.1, -0.1, 0.2], [0.0, 0.1, 0.0], [0.2, 0.0, -0.1], [0.0, -0.1, 0.1], [0.1, 0.1, 0.2], [0.1, 0.2, 0.2], [-0.1, -0.2, -0.1], [0.0, -0.1, 0.1], [0.1, 0.0, 0.1], [0.0, 0.1, -0.6], [-0.8, -0.5, 0.6], [0.0, -0.1, -0.1], [-0.1, 0.1, -0.1], [0.1, -0.1, -0.1], [0.0, 0.0, 0.1], [0.0, 0.1, 0.0], [0.0, -0.1, 0.0], [-0.1, -0.1, -0.1], [-0.1, 0.3, 0.0], [-0.1, 0.1, -0.1], [0.0, -0.2, 0.1], [-0.1, 0.1, 0.2], [-0.2, 0.5, 0.1], [0.0, -0.2, 0.2], [0.7, -1.7, 0.3], [-0.9, 1.3, -0.4], [-0.1, 0.5, -0.3], [0.1, -0.2, -0.2], [0.1, -0.2, 0.0], [0.0, 0.1, -0.2]], "homo_energy_ev": [-7.163, -7.176], "spin_multiplicity": 2, "orbital_gap_ev": [6.91, 6.92], "energy_ev": -98851.6046, "s_squared": 0.75, "lumo_energy_ha": [-0.009, -0.009], "relative_energy_kj_mol": 54.2}